Entry 1:
This record from OMol25 describes C2H5NO as an isolated structure at a distorted geometry. The level of theory is ωB97M-V/def2-TZVPD.

Output
DFT total energy = -209.07292 Ha
Relative energy (zero: lowest compared OMol25 entry of this formula, charge and spin) = 392.28 kJ/mol
Gap between HOMO and LUMO = 9.97 eV

Geometry (Å):
C: -0.1466 -0.5351 1.3465
C: -0.0024 -0.0931 -0.1554
N: 0.7902 1.1793 -0.2911
O: -0.7152 -0.5335 -1.0925
H: -1.0397 -1.2458 1.4896
H: -0.1459 0.3536 1.9728
H: 0.7948 -1.0761 1.5273
H: 0.3105 1.6917 -0.9707
H: 1.1640 0.0597 -0.3878

=====

Entry 2:
This record from OMol25 describes one molecule with the formula C17H17BrN2O. The level of theory is ωB97M-V/def2-TZVPD.

Output
DFT total energy = -3416.79673 Ha
Relative energy (zero: lowest compared OMol25 entry of this formula, charge and spin) = 0.00 kJ/mol
Gap between HOMO and LUMO = 8.96 eV

Geometry (Å):
O: 3.8490 2.5592 -0.0107
C: 2.8520 1.9346 0.2766
C: 2.8286 0.4132 0.3696
N: 1.6048 -0.1096 -0.1910
C: 1.5893 -0.1352 -1.6390
C: 0.1429 -0.1985 -2.1267
C: -0.7071 -1.1169 -1.2926
C: -2.0178 -1.3778 -1.6756
C: -2.8326 -2.1925 -0.9134
C: -2.3415 -2.7604 0.2507
C: -1.0422 -2.5012 0.6424
C: -0.2195 -1.6813 -0.1193
C: 1.1864 -1.3915 0.3288
N: 1.6725 2.5758 0.5048
C: 0.4204 2.0316 0.8340
C: 0.2489 1.2383 1.9655
C: -0.9849 0.6923 2.2557
C: -2.0599 0.9629 1.4259
Br: -3.7511 0.1892 1.8063
C: -1.9264 1.8050 0.3368
C: -0.6877 2.3462 0.0512
H: 2.8971 0.1331 1.4238
H: 3.7370 0.0405 -0.1314
H: 2.1560 -1.0023 -2.0245
H: 2.0683 0.7714 -2.0159
H: -0.2965 0.8013 -2.0808
H: 0.1199 -0.5187 -3.1712
H: -2.3988 -0.9305 -2.5830
H: -3.8509 -2.3792 -1.2192
H: -2.9749 -3.3907 0.8562
H: -0.6567 -2.9344 1.5549
H: 1.8546 -2.2096 -0.0079
H: 1.2208 -1.3652 1.4210
H: 1.6818 3.5533 0.2388
H: 1.0870 1.0478 2.6166
H: -1.1163 0.0633 3.1226
H: -2.7797 2.0291 -0.2846
H: -0.5729 3.0074 -0.7955

=====

Entry 3:
This record from OMol25 describes C21H36N5ReSb as an isolated structure. The level of theory is ωB97M-V/def2-TZVPD.

Output
DFT total energy = -1412.45048 Ha
Relative energy (zero: lowest compared OMol25 entry of this formula, charge and spin) = 48.66 kJ/mol
Gap between HOMO and LUMO (spin up / spin down) = 7.07 / 6.29 eV
Total charge = +4
Expectation value of S² = 0.761
Multiplicity = 2

Geometry (Å):
Re: -0.7788 -1.2580 -0.4502
N: -0.9192 -1.6220 1.5912
C: -2.1294 -2.4693 1.9486
C: -1.8749 -3.9197 1.5814
C: -1.6164 -4.2133 0.1002
C: -2.6906 -3.6775 -0.8486
N: -2.2449 -2.3768 -1.4920
H: -0.1013 -2.1218 1.9509
H: -0.9630 -0.7575 2.1331
H: -2.9921 -2.0280 1.4415
H: -2.2963 -2.3653 3.0205
H: -2.7474 -4.4918 1.9054
H: -1.0461 -4.2996 2.1852
H: -1.5328 -5.2931 -0.0250
H: -0.6186 -3.8426 -0.2237
H: -3.6165 -3.4678 -0.3138
H: -2.9329 -4.3747 -1.6478
H: -3.0614 -1.8240 -1.7667
H: -1.8304 -2.6276 -2.3962
C: -4.0926 0.5634 -3.1154
C: -2.6839 1.1308 -2.9711
Sb: -1.9425 1.1120 -0.9578
C: -3.6415 1.4047 0.3030
C: -4.2523 2.7898 0.0799
C: -0.6481 2.8081 -0.7429
C: -1.0173 3.9334 -1.7090
H: -4.4296 0.6884 -4.1447
H: -4.8143 1.0694 -2.4750
H: -4.1552 -0.5093 -2.9069
H: -2.6619 2.1858 -3.2507
H: -1.9654 0.6240 -3.6167
H: -3.3180 1.2777 1.3374
H: -4.3552 0.6101 0.0765
H: -3.5789 3.5836 0.4035
H: -5.1677 2.8779 0.6649
H: -4.5162 2.9632 -0.9643
H: 0.3744 2.4696 -0.9073
H: -0.7416 3.1252 0.2974
H: -0.7986 3.6674 -2.7426
H: -0.4271 4.8173 -1.4659
H: -2.0671 4.2180 -1.6364
C: 3.3417 -1.9602 -1.3613
C: 1.9990 -2.0310 -1.0661
N: 1.3284 -1.0109 -0.4857
C: 2.0192 0.0994 -0.1275
C: 3.3699 0.2531 -0.4078
C: 4.0246 -0.7913 -1.0697
C: 4.0454 1.5718 -0.2560
C: 4.6597 2.1709 0.7642
C: 5.0603 1.6399 2.0788
C: 5.8544 2.4504 2.9035
C: 6.3259 1.8773 4.0760
N: 5.9517 0.6400 4.2786
C: 5.2032 -0.1477 3.5402
N: 4.7412 0.3826 2.4188
H: 3.8291 -2.7931 -1.8497
H: 1.4130 -2.9004 -1.3430
H: 1.4553 0.8977 0.3385
H: 5.0647 -0.6830 -1.3539
H: 4.0717 2.1231 -1.1938
H: 5.0519 3.1605 0.5624
H: 6.1244 3.4666 2.6496
H: 6.9669 2.3680 4.8067
H: 4.9917 -1.1633 3.8471

=====

Entry 4:
This record from OMol25 describes a 2-piece molecular cluster, C4H7FO overall at a distorted geometry. The level of theory is ωB97M-V/def2-TZVPD.

Output
DFT total energy = -331.55073 Ha
Relative energy (zero: lowest compared OMol25 entry of this formula, charge and spin) = 416.43 kJ/mol
Gap between HOMO and LUMO (spin up / spin down) = 6.55 / 9.67 eV

Geometry (Å):
C: 0.6533 -0.0706 1.8586
C: -0.0420 -0.6614 0.8481
C: -0.8924 1.1349 -0.6979
C: -0.7153 -0.2521 -0.3122
O: 1.4390 -0.4523 -1.5555
F: -1.2496 -1.1695 -1.1157
H: 1.2393 -0.6540 2.5412
H: 0.7045 0.9846 1.8519
H: -0.0847 -1.8207 0.8304
H: -0.0173 1.6457 -0.2631
H: -0.7299 1.0893 -1.8109
H: -1.7675 1.7129 -0.4919
H: 1.4626 -1.4868 -1.6831

=====

Entry 5:
This record from OMol25 describes one molecule with the formula C4H5NO. The level of theory is ωB97M-V/def2-TZVPD.

Output
DFT total energy = -285.35174 Ha
Relative energy (zero: lowest compared OMol25 entry of this formula, charge and spin) = 164.99 kJ/mol
Gap between HOMO and LUMO = 10.82 eV

Geometry (Å):
C: 1.6261 -2.1225 -0.0091
C: 1.1357 -1.0248 -0.0655
C: 0.5282 0.3092 -0.0948
N: -0.5052 0.4328 0.9185
C: -1.6323 1.1530 0.6851
O: -1.8432 1.7914 -0.3266
H: 2.0610 -3.0975 0.0294
H: 0.0526 0.5059 -1.0610
H: 1.3037 1.0738 0.0416
H: -0.4203 -0.1052 1.7667
H: -2.3486 1.0992 1.5256

=====

Entry 6:
This record from OMol25 describes C42H63N3OP2S3Ti as an isolated structure at a distorted geometry. The level of theory is ωB97M-V/def2-TZVPD.

Output
DFT total energy = -4604.00412 Ha
Relative energy (zero: lowest compared OMol25 entry of this formula, charge and spin) = 117.39 kJ/mol
Gap between HOMO and LUMO = 7.37 eV
Total charge = +2

Geometry (Å):
Ti: 0.2199 -0.2090 -0.7023
C: -3.5715 0.2038 2.4438
C: -3.9842 1.6833 2.6113
S: -2.8833 2.9098 1.8400
C: -2.0843 3.6740 3.2957
C: -0.5682 3.8532 3.1997
S: 0.4318 2.3533 2.9527
C: -0.1118 1.3169 4.3304
C: -1.4075 0.4851 4.1527
S: -1.7919 -0.1152 2.4703
H: -4.0508 -0.3964 3.2169
H: -3.8818 -0.1851 1.4743
H: -4.9685 1.8302 2.1689
H: -4.0627 1.9547 3.6615
H: -2.5410 4.6526 3.4387
H: -2.3309 3.0703 4.1654
H: -0.2982 4.4951 2.3569
H: -0.2190 4.3312 4.1143
H: 0.7377 0.6609 4.5136
H: -0.2123 1.9672 5.1991
H: -1.3520 -0.3934 4.7936
H: -2.2685 1.0627 4.4802
C: 3.9334 1.7207 -4.2898
C: 3.2143 1.5196 -2.9572
C: 4.1913 1.0174 -1.8870
P: 1.6713 0.4949 -2.9194
C: 0.5914 1.1359 -4.2902
C: 0.8938 0.5680 -5.6768
C: -0.8759 0.8412 -3.9446
C: 2.0573 -1.1886 -3.4383
C: 2.9257 -1.5176 -4.4803
C: 3.2086 -2.8352 -4.7885
C: 2.6127 -3.8362 -4.0379
C: 1.7421 -3.5220 -3.0086
C: 1.4458 -2.1922 -2.6953
N: 0.6246 -1.8270 -1.5734
C: -0.0832 -2.9193 -0.9562
C: -0.9964 -3.6660 -1.6908
C: -1.6206 -4.7571 -1.1180
C: -1.2971 -5.1357 0.1800
C: -0.4019 -4.3801 0.9186
C: 0.1941 -3.2410 0.3775
P: 1.0402 -1.9316 1.3412
C: 0.8660 -2.4126 3.1635
C: 1.9239 -3.4127 3.6396
C: -0.5226 -2.8988 3.6483
C: 2.8946 -2.0806 1.1994
C: 3.4678 -0.8683 1.9443
C: 3.4475 -2.1324 -0.2150
H: 4.6764 2.5107 -4.1532
H: 4.4781 0.8298 -4.5986
H: 3.2672 2.0344 -5.0950
H: 2.8327 2.4931 -2.6418
H: 4.6132 0.0522 -2.1774
H: 5.0197 1.7219 -1.7737
H: 3.7128 0.9047 -0.9126
H: 0.7653 2.2098 -4.2974
H: 0.7654 -0.5157 -5.6912
H: 0.1840 0.9965 -6.3912
H: 1.8989 0.7968 -6.0325
H: -1.0437 -0.2392 -3.9584
H: -1.1639 1.2212 -2.9677
H: -1.5391 1.2888 -4.6867
H: 3.3835 -0.7320 -5.0618
H: 3.8836 -3.0771 -5.6012
H: 2.8346 -4.8772 -4.2429
H: 1.3142 -4.3234 -2.4271
H: -1.1918 -3.3937 -2.7212
H: -2.3436 -5.3264 -1.6915
H: -1.7538 -6.0142 0.6197
H: -0.1730 -4.6861 1.9277
H: 1.0737 -1.4636 3.6590
H: 1.9254 -4.3290 3.0433
H: 2.9313 -2.9997 3.6568
H: 1.6748 -3.6843 4.6674
H: -0.5106 -3.9771 3.8121
H: -0.7462 -2.4522 4.6174
H: -1.3352 -2.6665 2.9752
H: 3.1862 -2.9993 1.6945
H: 3.1874 0.0571 1.4307
H: 3.1116 -0.7905 2.9754
H: 4.5575 -0.9221 1.9761
H: 3.2071 -1.2305 -0.7711
H: 4.5372 -2.2195 -0.1725
H: 3.0703 -2.9902 -0.7637
C: -1.8312 -0.4617 -0.9151
H: -2.1092 -0.8211 -1.9049
H: -2.3244 0.4859 -0.7045
H: -2.1307 -1.2104 -0.1744
C: 0.8800 6.2756 -1.7338
N: 1.0832 4.9315 -1.1892
N: 0.1930 3.9008 -1.3875
C: 0.6540 2.8133 -0.7071
O: 0.0447 1.6568 -0.6396
C: 1.8557 3.1821 -0.0979
C: 2.0933 4.5019 -0.4217
C: 3.2460 5.3760 -0.0578
C: -0.9969 4.1213 -2.1695
C: -0.8795 4.3814 -3.5288
C: -2.0187 4.6375 -4.2723
C: -3.2661 4.6350 -3.6562
C: -3.3662 4.4092 -2.2903
C: -2.2246 4.1685 -1.5392
H: -0.1794 6.4768 -1.8400
H: 1.3621 6.3897 -2.7038
H: 1.3051 6.9925 -1.0392
H: 2.4444 2.5571 0.5537
H: 4.0005 4.7882 0.4588
H: 2.9349 6.1890 0.6034
H: 3.6956 5.8240 -0.9477
H: 0.0966 4.4059 -3.9979
H: -1.9322 4.8464 -5.3324
H: -4.1577 4.8252 -4.2425
H: -4.3312 4.4387 -1.7979
H: -2.2941 4.0199 -0.4714

=====

Number 1: molar mass 59.068 u. Number 2: molar mass 345.240 u. Number 3: molar mass 666.521 u. Number 4: molar mass 90.097 u. Number 5: molar mass 83.090 u. Number 6: molar mass 832.002 u.